200
Properties=species:S:1:pos:R:3:forces:R:3 method="wB97M-V/def2-TZVPD" homo_ha="0.019 / -0.227" multiplicity=2 total_charge=-1 largest_force_ev_per_a=7.160
C -6.191 -5.023 -2.570 1.162 1.003 -0.357
O -4.808 -4.413 -2.459 -1.670 -0.150 -0.954
C -4.753 -3.145 -3.226 -0.567 -1.701 0.042
C -3.407 -2.724 -3.790 -0.396 -0.569 -0.161
N -2.606 -2.040 -2.825 0.224 0.026 0.366
C -1.290 -1.642 -3.328 -0.952 -0.337 0.571
C -0.295 -2.804 -3.260 0.460 0.547 1.335
O -0.341 -3.320 -1.865 0.193 1.371 -1.130
C 0.509 -4.421 -1.567 -0.653 -0.035 -0.708
H -6.469 -5.418 -3.547 0.723 0.461 -0.753
H -6.924 -4.242 -2.369 -0.040 -0.128 0.465
H -6.355 -5.931 -1.991 0.702 0.548 0.893
H -5.131 -2.327 -2.612 -0.059 -0.206 0.345
H -5.430 -3.283 -4.069 -0.125 0.107 -0.142
H -3.659 -2.048 -4.607 0.003 0.424 -0.037
H -2.864 -3.523 -4.294 -0.150 -0.622 0.038
H -2.338 -2.681 -2.092 -0.608 -0.203 0.609
H -1.027 -0.836 -2.644 0.690 0.028 -0.305
H -1.466 -1.262 -4.334 0.615 0.145 -0.110
H 0.675 -2.361 -3.481 0.423 -0.255 0.193
H -0.472 -3.565 -4.020 -0.276 -0.405 0.235
H 0.558 -4.637 -0.500 -0.559 0.354 0.075
H 1.549 -4.279 -1.860 0.002 0.029 -0.528
H -0.002 -5.233 -2.085 0.768 -0.689 0.108
C 2.211 1.138 -1.504 -1.216 -1.161 0.056
O 2.144 1.174 -2.917 1.759 0.036 0.970
C 1.362 2.202 -3.423 -1.779 -0.572 -0.322
C -0.004 1.515 -3.845 0.718 1.313 0.406
N -0.564 1.939 -5.112 -0.317 -0.432 -1.232
C -0.746 3.393 -5.289 0.045 0.165 0.803
C -1.380 3.805 -6.654 0.407 0.016 1.245
O -1.733 5.194 -6.786 -1.627 -2.735 -0.267
C -0.701 6.082 -6.782 0.569 0.607 1.117
H 1.224 0.777 -1.217 -0.025 -0.191 0.661
H 2.344 2.069 -0.952 0.512 0.336 -0.550
H 2.944 0.373 -1.248 0.109 0.241 0.182
H 2.005 2.604 -4.205 -0.733 0.560 -0.439
H 1.029 2.940 -2.694 0.995 0.367 0.148
H -0.742 1.710 -3.067 -0.051 0.047 0.181
H 0.227 0.452 -3.782 -0.247 0.004 -0.675
H 0.134 1.642 -5.778 -0.044 -0.009 -0.557
H 0.211 3.858 -5.053 0.098 0.592 -0.383
H -1.433 3.736 -4.515 -0.124 -0.005 0.152
H -2.310 3.236 -6.662 0.031 0.105 -0.593
H -0.685 3.519 -7.443 -0.133 -0.092 -0.417
H -0.298 6.070 -5.769 0.574 0.541 0.080
H -1.192 7.038 -6.966 0.607 0.217 -0.226
H 0.099 5.824 -7.475 0.069 0.186 -0.380
C -8.919 5.354 3.319 0.921 -0.264 0.770
O -7.660 5.301 2.577 -1.253 1.972 0.276
C -7.511 6.339 1.538 -0.549 -0.097 1.987
C -6.055 6.569 1.198 0.847 -0.186 -1.103
N -5.157 7.228 2.165 0.268 -0.056 0.173
C -3.745 7.279 1.680 -0.310 -1.413 0.725
C -2.854 7.851 2.826 -0.404 0.638 -2.861
O -1.507 7.669 2.422 -0.044 0.113 1.769
C -0.606 8.260 3.402 0.472 -0.401 -1.687
H -8.678 5.100 4.351 0.238 -0.448 -0.047
H -9.686 4.653 2.991 0.251 -0.072 -0.521
H -9.394 6.322 3.479 0.376 0.458 -0.891
H -7.840 7.300 1.935 -0.556 0.012 0.220
H -8.232 5.981 0.803 0.715 0.541 -0.927
H -5.993 7.190 0.305 -0.478 -0.272 -0.625
H -5.610 5.607 0.944 0.216 -0.066 -0.101
H -5.368 8.212 2.240 -0.791 0.122 0.195
H -3.615 7.694 0.680 -0.069 1.062 0.124
H -3.457 6.257 1.433 0.259 -0.403 0.646
H -3.263 7.467 3.760 0.744 -0.346 0.311
H -2.932 8.938 2.793 -0.784 0.323 0.527
H -0.321 7.479 4.107 0.013 0.380 0.322
H -0.919 9.211 3.833 -0.841 -0.267 0.399
H 0.250 8.602 2.820 0.384 -0.550 0.029
C 2.657 -1.428 1.128 -2.358 0.954 -0.089
O 1.514 -0.513 1.262 1.133 0.307 -0.310
C 0.272 -0.885 0.709 -0.686 -1.795 0.968
C -0.846 0.079 1.075 -0.236 -1.235 0.183
N -0.995 1.143 0.148 0.324 1.516 0.103
C -2.146 1.983 0.512 0.261 -0.368 -1.314
C -2.014 2.797 1.764 -0.702 -1.294 0.743
O -0.830 3.501 1.899 0.201 0.339 -1.257
C -0.762 4.360 3.002 -0.405 0.279 0.021
H 3.495 -0.879 1.556 -0.135 -0.374 -0.010
H 2.818 -1.681 0.080 0.166 0.147 -0.150
H 2.373 -2.347 1.642 0.453 -0.156 0.298
H -0.081 -1.803 1.179 0.244 -0.598 0.651
H 0.285 -1.258 -0.315 0.307 0.916 -0.615
H -0.664 0.459 2.081 0.183 -0.184 0.379
H -1.813 -0.422 1.124 0.082 -0.632 0.037
H -0.208 1.670 0.499 0.603 1.107 -1.155
H -3.006 1.320 0.602 -0.196 -0.037 0.402
H -2.410 2.597 -0.348 0.314 0.474 -0.041
H -2.035 2.071 2.577 -0.483 -0.022 0.522
H -2.942 3.368 1.774 0.068 0.681 0.487
H -0.580 3.820 3.931 0.721 -0.092 0.072
H -1.705 4.863 3.216 -0.417 0.232 -0.421
H -0.051 5.134 2.712 0.253 -0.141 0.615
C 6.173 -1.252 0.745 -0.117 -1.365 0.258
O 6.846 -2.488 0.550 1.104 -0.033 0.260
C 7.981 -2.398 -0.306 -0.566 0.897 0.070
C 8.785 -3.642 -0.152 0.108 1.624 -0.244
N 8.163 -4.701 -0.851 0.911 -1.789 0.402
C 8.909 -5.895 -0.379 -1.954 -1.904 -0.277
C 8.223 -7.258 -0.764 -0.084 1.388 -1.699
O 7.044 -7.546 -0.049 -0.115 -0.516 0.774
C 6.438 -8.823 -0.386 1.754 1.171 0.097
H 5.683 -1.396 1.708 -0.299 0.339 -0.122
H 5.449 -1.221 -0.069 -0.115 1.001 0.113
H 6.864 -0.415 0.843 -0.091 0.145 -0.386
H 8.614 -1.539 -0.085 -0.080 0.313 0.447
H 7.611 -2.228 -1.317 0.202 -0.255 -0.418
H 8.845 -3.823 0.922 0.284 -0.047 0.318
H 9.783 -3.468 -0.555 0.215 -0.034 0.072
H 7.194 -4.663 -0.566 -0.290 -0.793 0.122
H 9.028 -5.985 0.701 -0.126 0.574 0.461
H 9.926 -5.840 -0.767 -0.100 -0.139 -0.350
H 8.964 -8.055 -0.823 0.038 -0.357 0.628
H 7.865 -7.126 -1.785 0.330 0.014 -0.610
H 5.502 -8.850 0.172 0.130 -0.299 -0.404
H 7.156 -9.604 -0.133 -0.195 -0.337 0.739
H 6.399 -8.960 -1.467 -0.850 0.440 -0.253
C 4.599 -1.818 -2.624 -0.726 1.049 -1.808
O 4.329 -2.497 -3.836 -0.414 -1.730 0.866
C 5.243 -2.233 -4.874 -1.730 -0.748 0.264
C 4.906 -3.261 -5.947 1.044 -0.269 -1.450
N 5.561 -4.550 -5.726 -0.104 0.323 0.730
C 5.015 -5.319 -4.632 0.715 -1.616 0.307
C 3.518 -5.716 -4.766 0.269 -0.379 0.985
O 3.022 -6.373 -3.578 -1.027 0.166 -0.087
C 1.647 -6.876 -3.748 1.982 -0.086 -0.516
H 3.939 -2.154 -1.824 0.532 -0.586 0.020
H 4.218 -0.832 -2.887 0.544 0.849 0.787
H 5.681 -1.823 -2.486 -0.092 0.019 0.806
H 6.267 -2.383 -4.533 0.246 0.271 -0.127
H 4.988 -1.221 -5.188 0.714 0.297 -0.488
H 5.296 -2.850 -6.879 0.133 -0.080 -0.226
H 3.845 -3.418 -6.136 -0.271 0.632 0.436
H 5.694 -5.195 -6.492 -0.268 0.795 -0.541
H 5.416 -4.980 -3.676 -1.055 0.686 0.250
H 5.600 -6.237 -4.689 -0.215 -0.547 -0.048
H 3.445 -6.456 -5.563 0.019 0.074 -0.466
H 2.917 -4.845 -5.030 -0.234 0.050 0.197
H 1.007 -6.078 -4.124 -0.199 -0.096 0.227
H 1.292 -7.381 -2.850 0.167 0.767 0.367
H 1.687 -7.704 -4.456 -0.074 0.101 -0.570
C 1.006 0.244 4.806 -0.884 0.121 0.616
O 0.164 -0.765 5.399 0.447 0.138 -0.709
C 0.180 -1.927 4.574 0.027 -0.236 0.308
C -0.030 -3.216 5.367 -0.386 0.828 0.472
N -1.338 -3.341 6.040 0.416 -0.449 -1.281
C -1.659 -2.439 7.111 0.397 0.282 1.044
C -0.600 -2.454 8.196 0.295 0.193 -0.060
O -1.034 -1.647 9.246 0.516 1.287 2.038
C -0.045 -1.347 10.278 -0.782 -0.381 -0.807
H 2.013 0.123 5.204 0.201 0.026 -0.395
H 0.622 1.219 5.107 0.048 0.016 0.195
H 0.931 0.212 3.719 0.408 -0.129 -0.044
H 1.101 -2.010 3.998 0.546 0.080 0.243
H -0.566 -1.827 3.786 -0.554 -0.042 0.002
H 0.747 -3.361 6.117 0.291 0.045 -0.217
H 0.077 -3.973 4.590 -0.207 -0.503 0.262
H -1.977 -3.035 5.320 -0.729 -0.590 -0.303
H -2.590 -2.748 7.586 -0.130 -0.285 -0.098
H -1.853 -1.417 6.786 0.294 0.276 0.016
H 0.345 -2.058 7.825 0.225 -0.111 -0.206
H -0.461 -3.463 8.586 0.200 -0.407 -0.225
H 0.745 -0.656 9.984 -0.137 0.238 -0.601
H 0.490 -2.230 10.627 -0.248 -0.418 0.005
H -0.571 -0.892 11.118 -0.143 -0.133 -0.133
C -5.049 1.049 -2.196 0.700 2.820 0.550
O -5.622 2.075 -1.766 1.440 -0.831 0.251
N -3.750 0.699 -2.172 0.026 1.471 1.179
N -5.734 0.251 -2.964 -2.839 -1.951 -1.784
H -3.169 1.349 -1.661 0.461 -0.775 -0.101
H -3.512 -0.224 -2.506 0.884 -0.041 0.367
H -6.670 0.625 -3.042 -0.177 -0.939 -0.302
H -5.450 -0.696 -3.171 -0.447 0.470 -0.136
C -3.583 -1.067 4.165 -3.687 -1.295 -0.511
O -3.398 -2.226 4.446 0.620 -2.372 -0.018
N -2.848 -0.084 4.458 5.060 4.154 1.772
N -4.706 -0.601 3.609 -2.509 -1.162 -1.391
H -3.235 0.848 4.465 0.289 -0.013 -0.066
H -1.960 -0.270 4.902 0.096 0.283 0.096
H -4.843 0.388 3.463 -0.232 0.126 0.031
H -5.494 -1.232 3.588 0.238 0.194 -0.144
C 2.705 5.571 -0.534 0.585 -0.231 0.203
O 2.223 4.895 -1.397 -1.208 -1.303 -2.218
N 3.446 6.648 -0.710 1.310 2.479 -1.653
N 2.686 5.275 0.740 -0.728 -1.492 2.878
H 3.511 7.031 -1.642 0.075 0.153 0.412
H 3.799 7.119 0.111 0.114 0.391 -0.502
H 3.026 5.966 1.393 -0.234 -0.463 0.591
H 2.250 4.408 1.020 0.008 0.370 0.288
C -5.496 3.053 3.239 0.230 -3.490 -0.485
O -4.841 2.132 3.677 1.349 -2.569 1.373
N -5.144 4.235 3.462 2.670 6.406 1.759
N -6.496 2.924 2.429 -2.766 -0.708 -2.009
H -4.251 4.318 3.925 -0.216 0.333 -0.029
H -5.623 5.071 3.158 0.139 -0.111 0.234
H -7.042 2.074 2.416 0.225 0.329 -0.189
H -6.865 3.835 2.196 -1.064 -0.746 -0.369